C34H41ClN4P2V as an isolated structure. Source: the Open Molecules 2025 dataset; level of theory: ωB97M-V/def2-TZVPD.

Geometry (Å):
V  0.994  0.813  -0.594
C  1.808  -1.287  -1.026
C  2.797  -0.304  -1.144
C  3.081  0.586  -2.305
C  2.232  1.850  -2.541
C  0.776  1.623  -2.679
C  0.111  0.410  -2.785
C  0.653  -0.903  -3.271
C  0.974  -1.850  -2.108
C  -0.924  1.631  -0.383
H  1.867  -1.915  -0.135
H  3.481  -0.275  -0.289
H  3.087  0.009  -3.254
H  4.073  1.037  -2.052
H  2.462  2.584  -1.743
H  2.576  2.329  -3.475
H  0.200  2.547  -2.567
H  -0.973  0.470  -2.850
H  1.487  -0.842  -3.997
H  -0.146  -1.416  -3.841
H  0.003  -2.162  -1.672
H  1.431  -2.764  -2.528
H  -1.683  0.851  -0.520
H  -1.079  2.542  -0.964
H  -0.709  1.836  0.676
P  3.392  4.265  -4.805
P  6.086  2.312  -2.823
N  2.687  3.966  -6.465
N  3.858  5.974  -5.191
N  6.458  0.989  -3.979
N  7.787  2.413  -2.201
C  5.043  3.533  -5.246
C  6.088  3.669  -4.106
C  1.365  3.518  -6.549
C  1.007  3.431  -7.885
C  2.121  3.880  -8.654
C  3.147  4.182  -7.762
C  3.457  7.006  -4.332
C  3.873  8.224  -4.855
C  4.550  7.952  -6.086
C  4.562  6.566  -6.242
C  5.635  -0.140  -3.907
C  5.892  -0.982  -4.967
C  6.963  -0.399  -5.709
C  7.246  0.835  -5.124
C  8.997  2.037  -2.798
C  10.043  2.738  -2.211
C  9.480  3.535  -1.162
C  8.109  3.318  -1.171
H  5.407  4.050  -6.148
H  4.900  2.471  -5.479
H  7.095  3.681  -4.547
H  5.895  4.607  -3.560
H  0.833  3.284  -5.638
H  0.055  3.074  -8.241
H  2.177  3.988  -9.724
H  4.165  4.489  -7.961
H  2.910  6.765  -3.440
H  3.698  9.189  -4.415
H  4.947  8.669  -6.784
H  5.030  5.985  -7.012
H  4.978  -0.270  -3.063
H  5.365  -1.908  -5.142
H  7.476  -0.860  -6.540
H  7.978  1.585  -5.403
H  9.021  1.287  -3.561
H  11.077  2.697  -2.508
H  10.029  4.186  -0.504
H  7.330  3.682  -0.533
Cl  -0.595  -2.837  0.424
C  -1.426  -1.715  1.416
C  -2.688  -2.062  1.862
C  -3.236  -1.397  2.966
C  -2.574  -0.293  3.512
C  -1.345  0.112  3.018
C  -0.749  -0.589  1.950
C  0.536  -0.169  1.413
H  -3.218  -2.881  1.381
H  -4.206  -1.710  3.352
H  -2.988  0.213  4.382
H  -0.789  0.904  3.513
H  0.896  0.820  1.760
H  1.339  -0.908  1.475

Gap between HOMO and LUMO (spin up / spin down)   6.95 / 6.69 eV
Total energy   -98664.195 eV
2S+1   4
Highest occupied orbital energy (spin up / spin down)   -6.9628 / -7.0338 eV
Energy above the lowest of the compared OMol25 structures with the same formula, charge and spin   0.520 eV

Atom charges from the Mulliken analysis, given in e for atoms 1 to 4:
1. V 0.343
2. C -0.581
3. C -0.680
4. C -0.011

A 13-piece molecular cluster, H26O13 overall. Source: the Open Molecules 2025 dataset; level of theory: ωB97M-V/def2-TZVPD.

Geometry (Å):
O  1.437  1.975  2.058
H  1.206  2.197  2.964
H  1.481  1.019  2.015
O  1.129  -1.313  -0.499
H  0.228  -1.414  -0.162
H  1.449  -0.413  -0.562
O  -2.230  0.098  1.160
H  -1.988  -0.845  1.224
H  -3.149  -0.034  1.447
O  -0.150  -1.081  -3.724
H  -0.759  -1.767  -4.051
H  0.277  -1.577  -3.005
O  2.503  -0.889  -2.528
H  2.235  -0.943  -3.466
H  3.017  -0.069  -2.644
O  2.347  -0.984  2.032
H  2.906  -1.511  1.466
H  1.440  -1.162  2.258
O  -1.696  2.090  2.927
H  -1.441  2.620  2.166
H  -1.683  1.167  2.598
O  -1.413  -2.938  0.868
H  -0.760  -2.945  0.158
H  -1.119  -3.731  1.336
O  -3.688  2.082  -0.639
H  -2.838  2.083  -1.099
H  -3.524  2.828  -0.046
O  2.995  1.669  -1.517
H  2.828  1.794  -0.564
H  3.597  0.914  -1.467
O  -1.869  -1.918  -1.667
H  -1.559  -1.132  -2.127
H  -2.768  -1.755  -1.360
O  0.280  1.183  -2.483
H  0.136  1.291  -3.440
H  1.204  0.924  -2.287
O  0.292  0.995  4.383
H  -0.517  1.438  4.034
H  0.166  0.056  4.246

Total charge   +1
Gap between HOMO and LUMO (spin up / spin down)   9.61 / 2.47 eV
Total energy   -27028.037 eV
2S+1   2
Highest occupied orbital energy (spin up / spin down)   -13.2619 / -13.2449 eV
Energy above the lowest of the compared OMol25 structures with the same formula, charge and spin   2.756 eV

Atom charges from the Mulliken analysis, given in e for atoms 1 to 4:
1. O -0.611
2. H 0.326
3. H 0.316
4. O -0.415

A 15-piece molecular cluster, C28H93N7O15 overall. Source: the Open Molecules 2025 dataset; level of theory: ωB97M-V/def2-TZVPD.

Geometry (Å):
C  -4.770  3.764  4.868
C  -4.681  2.889  3.621
C  -4.069  1.497  3.719
O  -3.808  0.851  2.460
C  -3.211  -0.500  2.629
N  -6.051  2.749  3.068
H  -5.552  4.523  4.917
H  -3.839  4.289  5.081
H  -5.050  3.111  5.694
H  -4.180  3.407  2.802
H  -4.601  0.777  4.340
H  -3.132  1.561  4.271
H  -3.869  -1.369  2.652
H  -2.436  -0.462  3.395
H  -2.575  -0.661  1.759
H  -6.063  1.991  2.400
H  -6.421  3.529  2.544
C  1.232  0.073  2.113
C  0.293  -0.109  0.919
C  0.885  0.679  -0.299
O  0.152  0.603  -1.545
C  0.937  0.731  -2.687
N  0.062  -1.594  0.604
H  1.128  1.109  2.434
H  2.284  -0.211  2.083
H  0.837  -0.425  2.999
H  -0.737  0.161  1.152
H  1.828  0.166  -0.491
H  0.958  1.733  -0.034
H  1.681  1.522  -2.589
H  0.431  1.107  -3.577
H  1.480  -0.207  -2.807
H  -0.405  -1.799  -0.268
H  -0.563  -2.020  1.274
C  0.345  4.120  -5.523
C  1.235  4.286  -6.732
C  2.724  4.181  -6.326
O  3.099  2.933  -5.819
C  3.810  2.747  -4.580
N  0.847  3.248  -7.593
H  -0.731  4.153  -5.693
H  0.502  5.063  -4.999
H  0.820  3.317  -4.960
H  1.002  5.265  -7.151
H  2.968  4.888  -5.533
H  3.372  4.393  -7.176
H  4.559  3.524  -4.431
H  4.405  1.837  -4.658
H  3.205  2.769  -3.674
H  1.326  3.569  -8.422
H  1.472  2.475  -7.413
C  -3.319  -3.814  0.025
C  -3.362  -3.998  1.514
C  -3.504  -5.474  1.992
O  -4.648  -6.091  1.546
C  -4.752  -7.396  2.178
N  -2.010  -3.494  1.922
H  -4.081  -4.285  -0.596
H  -2.400  -4.242  -0.374
H  -3.252  -2.756  -0.227
H  -4.123  -3.384  1.995
H  -3.440  -5.375  3.076
H  -2.669  -6.098  1.675
H  -3.850  -7.976  1.980
H  -5.593  -7.961  1.777
H  -4.896  -7.155  3.231
H  -1.718  -4.006  2.742
H  -1.298  -3.701  1.236
C  2.017  -3.547  7.970
C  2.178  -2.017  8.129
C  2.349  -1.315  6.730
O  2.692  0.007  6.873
C  2.676  0.825  5.792
N  1.087  -1.535  8.861
H  2.913  -4.130  7.754
H  1.290  -3.842  7.214
H  1.658  -3.980  8.903
H  3.069  -1.680  8.658
H  1.421  -1.382  6.163
H  3.176  -1.751  6.169
H  2.779  1.829  6.205
H  1.700  1.021  5.349
H  3.466  0.588  5.080
H  1.245  -1.784  9.827
H  1.085  -0.525  8.844
C  2.513  5.639  -0.421
C  3.545  4.854  0.384
C  3.735  5.457  1.806
O  4.963  5.220  2.550
C  5.094  3.931  3.221
N  2.878  3.515  0.414
H  2.710  6.685  -0.655
H  1.630  5.745  0.209
H  2.333  5.171  -1.390
H  4.503  4.741  -0.124
H  2.778  5.397  2.325
H  3.679  6.543  1.725
H  4.206  3.779  3.834
H  6.025  3.827  3.779
H  5.257  3.284  2.359
H  2.612  3.258  1.354
H  2.065  3.616  -0.176
C  -2.512  -2.008  -3.378
C  -2.456  -3.428  -3.901
C  -3.078  -3.695  -5.282
O  -3.083  -5.105  -5.681
C  -4.084  -5.909  -5.007
N  -1.121  -3.825  -3.816
H  -3.557  -1.783  -3.165
H  -2.023  -1.286  -4.032
H  -1.949  -1.981  -2.445
H  -2.989  -4.002  -3.143
H  -2.449  -3.277  -6.068
H  -4.112  -3.358  -5.363
H  -4.298  -6.767  -5.644
H  -4.967  -5.270  -4.990
H  -3.794  -6.187  -3.994
H  -0.633  -3.239  -4.478
H  -1.147  -4.698  -4.322
O  5.054  -0.986  -3.293
H  4.212  -0.540  -3.196
H  5.705  -0.322  -3.067
O  -0.005  0.462  -6.619
H  -0.566  0.653  -5.867
H  -0.056  1.249  -7.162
O  0.527  -3.741  -1.675
H  1.242  -3.265  -2.097
H  -0.179  -3.737  -2.320
O  -2.175  2.520  -0.817
H  -1.547  1.860  -1.112
H  -2.958  2.020  -0.586
O  -1.904  1.698  -4.814
H  -1.708  2.147  -3.992
H  -2.784  1.343  -4.689
O  4.228  1.647  -1.277
H  3.705  2.189  -0.687
H  5.067  2.104  -1.342
O  4.779  -0.477  0.389
H  5.012  0.291  -0.133
H  3.865  -0.651  0.166
O  2.603  -2.063  -0.566
H  1.731  -2.066  -0.173
H  2.860  -2.985  -0.588

Total charge   +1
Gap between HOMO and LUMO (spin up / spin down)   8.57 / 2.70 eV
Total energy   -71671.943 eV
2S+1   2
Highest occupied orbital energy (spin up / spin down)   -10.8692 / -10.8692 eV
Energy above the lowest of the compared OMol25 structures with the same formula, charge and spin   2.144 eV

Atom charges from the Mulliken analysis, given in e for atoms 1 to 4:
1. C -1.361
2. C 0.732
3. C -0.927
4. O -0.316

The molecule C5H15N3. Source: the Open Molecules 2025 dataset; level of theory: ωB97M-V/def2-TZVPD.

Geometry (Å):
C  -0.194  0.798  0.284
C  -0.416  -0.434  -0.611
C  -1.230  0.748  1.518
C  1.679  -1.300  -1.677
C  -1.664  -0.601  2.068
N  0.438  -0.558  -1.886
N  0.753  0.711  -2.490
N  1.174  0.967  0.752
H  -0.455  1.702  -0.278
H  1.257  1.312  -1.825
H  -0.096  1.210  -2.756
H  1.261  1.807  1.323
H  1.472  0.172  1.311
H  -0.262  -1.361  -0.048
H  -1.453  -0.431  -0.962
H  -0.812  1.337  2.345
H  -2.124  1.300  1.201
H  2.371  -0.805  -0.985
H  2.208  -1.441  -2.628
H  1.464  -2.303  -1.291
H  -2.296  -1.129  1.345
H  -0.808  -1.234  2.316
H  -2.266  -0.468  2.974

SMILES string   CC[C@@H](N)CN(C)N
Gap between HOMO and LUMO   9.09 eV
Total energy   -9897.223 eV
2S+1   1
Highest occupied orbital energy   -8.1394 eV
Energy above the lowest of the compared OMol25 structures with the same formula, charge and spin   1.929 eV

Atom charges from the Mulliken analysis, given in e for atoms 1 to 4:
1. C 0.323
2. C -1.114
3. C -0.641
4. C -0.745

A 9-piece molecular cluster, C42H51F3O18 overall. Source: the Open Molecules 2025 dataset; level of theory: ωB97M-V/def2-TZVPD.

Geometry (Å):
C  23.479  28.665  16.822
C  22.228  29.114  16.041
C  22.363  28.888  14.487
O  21.250  28.122  14.185
C  20.537  27.775  15.188
O  19.503  27.108  15.101
O  21.064  28.342  16.301
H  24.033  27.823  16.407
H  23.234  28.486  17.869
H  24.335  29.339  16.793
H  22.008  30.156  16.274
H  23.192  28.209  14.288
H  22.399  29.820  13.924
C  9.191  28.443  9.818
C  7.982  29.107  10.408
C  6.964  28.174  11.063
O  6.668  29.011  12.211
C  7.454  30.032  12.334
O  7.318  30.951  13.129
O  8.329  30.063  11.337
H  9.679  29.067  9.068
H  8.952  27.619  9.145
H  9.854  27.992  10.556
H  7.460  29.740  9.690
H  7.482  27.282  11.416
H  6.208  27.881  10.335
C  17.123  23.546  20.717
C  18.554  23.012  20.776
C  19.326  23.008  19.508
O  20.515  23.786  19.846
C  20.401  24.104  21.193
O  21.252  24.785  21.838
O  19.212  23.724  21.718
H  17.058  24.625  20.860
H  16.731  23.033  21.595
H  16.613  23.136  19.845
H  18.557  21.959  21.055
H  18.761  23.321  18.629
H  19.592  21.955  19.420
C  4.381  21.391  7.781
C  5.407  20.665  8.729
C  6.417  19.703  7.995
O  7.702  20.100  8.399
C  7.595  21.287  9.043
O  8.578  21.891  9.523
O  6.303  21.636  9.171
H  3.561  20.712  7.547
H  4.764  21.930  6.914
H  3.882  22.102  8.440
H  4.867  20.104  9.491
H  6.320  19.861  6.921
H  6.280  18.646  8.223
C  11.511  35.446  15.879
C  12.313  35.371  17.166
C  12.266  36.505  18.114
O  12.021  35.900  19.345
C  11.731  34.585  19.122
O  11.477  33.773  20.014
O  11.844  34.309  17.917
H  12.124  35.895  15.098
H  10.614  36.058  15.974
H  11.342  34.401  15.616
H  13.386  35.230  17.038
H  11.515  37.264  17.894
H  13.219  37.031  18.058
C  0.118  27.758  14.497
C  -0.901  27.422  15.557
C  -0.716  28.281  16.862
O  -2.008  28.485  17.285
C  -2.913  28.233  16.291
O  -4.143  28.294  16.418
O  -2.185  27.917  15.168
H  -0.104  27.223  13.574
H  1.051  27.317  14.849
H  0.273  28.826  14.346
H  -0.878  26.354  15.772
H  -0.186  29.222  16.708
H  -0.089  27.787  17.604
F  7.215  18.845  16.535
C  7.291  18.924  17.890
C  6.449  18.096  18.584
C  6.390  18.078  19.991
C  7.248  18.877  20.659
C  8.154  19.690  20.036
C  8.169  19.709  18.663
H  5.786  17.491  17.983
H  5.679  17.390  20.423
H  7.081  18.945  21.724
H  8.794  20.291  20.665
H  8.911  20.300  18.147
F  7.197  27.362  17.787
C  8.554  27.198  17.563
C  8.849  26.319  16.535
C  10.208  26.193  16.225
C  11.183  26.864  17.006
C  10.842  27.557  18.128
C  9.526  27.820  18.414
H  8.088  25.935  15.872
H  10.446  25.736  15.276
H  12.171  26.930  16.576
H  11.585  28.035  18.749
H  9.254  28.585  19.127
F  0.532  20.598  14.192
C  0.531  20.427  15.525
C  -0.464  19.638  16.041
C  -0.653  19.584  17.413
C  0.198  20.386  18.178
C  1.299  21.107  17.719
C  1.465  21.087  16.331
H  -1.118  19.173  15.318
H  -1.396  18.909  17.812
H  0.088  20.376  19.253
H  2.030  21.601  18.342
H  2.290  21.618  15.880

SMILES string   C[C@H]1COC(=O)O1.C[C@H]1COC(=O)O1.C[C@H]1COC(=O)O1.C[C@H]1COC(=O)O1.C[C@H]1COC(=O)O1.C[C@H]1COC(=O)O1.Fc1ccccc1.Fc1ccccc1.Fc1ccccc1
Gap between HOMO and LUMO   9.23 eV
Total energy   -89384.777 eV
2S+1   1
Highest occupied orbital energy   -8.9902 eV
Energy above the lowest of the compared OMol25 structures with the same formula, charge and spin   4.510 eV

Atom charges from the Mulliken analysis, given in e for atoms 1 to 4:
1. C -1.375
2. C 0.459
3. C -0.431
4. O -0.323

A 6-piece molecular cluster, C17H27Cl4FO3 overall. Source: the Open Molecules 2025 dataset; level of theory: ωB97M-V/def2-TZVPD.

Geometry (Å):
F  -1.306  4.798  -3.516
C  -2.002  3.646  -3.613
C  -1.821  2.670  -2.655
C  -2.501  1.470  -2.811
C  -3.387  1.284  -3.866
C  -3.565  2.298  -4.800
C  -2.861  3.488  -4.679
H  -1.142  2.817  -1.826
H  -2.432  0.698  -2.051
H  -3.911  0.342  -3.949
H  -4.259  2.111  -5.609
H  -2.944  4.279  -5.414
C  5.313  -0.930  0.715
Cl  5.354  0.196  2.092
Cl  4.401  -2.393  1.066
H  4.817  -0.411  -0.094
H  6.334  -1.192  0.472
C  -2.770  0.721  2.413
Cl  -2.776  1.961  1.167
Cl  -1.697  1.114  3.746
H  -3.783  0.611  2.782
H  -2.454  -0.215  1.964
C  2.621  -1.568  4.077
C  2.532  -1.299  5.548
O  2.495  -2.178  6.376
C  2.490  0.154  5.955
H  1.832  -1.008  3.567
H  2.573  -2.626  3.847
H  3.577  -1.167  3.733
H  1.449  0.477  5.972
H  3.030  0.794  5.255
H  2.908  0.256  6.954
C  -1.258  -3.432  -3.924
C  -2.249  -2.770  -3.013
O  -3.265  -2.265  -3.426
C  -1.937  -2.839  -1.551
H  -1.579  -4.467  -4.058
H  -0.257  -3.448  -3.486
H  -1.225  -2.933  -4.888
H  -2.826  -2.635  -0.960
H  -1.155  -2.118  -1.302
H  -1.559  -3.833  -1.297
C  1.610  1.714  1.433
C  1.684  0.772  0.275
O  2.733  0.433  -0.221
C  0.371  0.283  -0.282
H  2.602  1.905  1.829
H  0.981  1.277  2.216
H  1.116  2.636  1.121
H  0.545  -0.387  -1.120
H  -0.227  1.116  -0.659
H  -0.219  -0.210  0.495

SMILES string   Fc1ccccc1.CC(C)=O.CC(C)=O.CC(C)=O.ClCCl.ClCCl
Gap between HOMO and LUMO   9.57 eV
Total energy   -77016.506 eV
2S+1   1
Highest occupied orbital energy   -9.3223 eV

Atom charges from the Mulliken analysis, given in e for atoms 1 to 4:
1. F -0.320
2. C 0.331
3. C -0.478
4. C -0.001